1.
Molecular formula: C4H5ClS2
Method: DFT, ωB97M-V/def2-TZVPD

CARTESIAN COORDINATES (ANGSTROEM)
C: 0.67 0.94 -0.63
C: 1.28 -0.27 0.14
C: 0.57 -1.35 0.40
S: -1.08 -1.61 -0.23
C: -1.86 -0.11 0.37
S: -1.70 0.43 1.89
Cl: -2.79 0.69 -0.84
H: 1.55 1.60 -0.82
H: -0.19 1.49 -0.19
H: 0.39 0.49 -1.63
H: 2.16 -0.09 0.63
H: 1.00 -2.21 0.91

Output
Spin multiplicity = 1
Structure (SMILES) = C/C=C\SC(=S)Cl
Frontier orbital gap = 8.1 eV
Molecular weight = 152.671 g/mol
Total charge = 0
Calculated total energy = -38420.2508 eV
Relative energy (zero: lowest compared OMol25 entry of this formula, charge and spin) = 28.5 kcal per mole

2.
Molecular formula: C4H6IN2O
Method: DFT, ωB97M-V/def2-TZVPD

CARTESIAN COORDINATES (ANGSTROEM)
N: 1.96 0.53 -0.80
C: 0.84 0.42 -0.12
C: 0.45 -0.85 0.58
C: -0.99 -1.23 0.00
C: -1.95 -0.33 0.20
I: -3.96 -0.19 -0.18
O: -1.28 1.20 0.66
N: -0.09 1.36 0.01
H: 2.71 0.08 -0.34
H: 2.09 1.42 -1.29
H: 0.33 -0.63 1.60
H: 1.01 -1.77 0.51
H: -0.94 -2.23 -0.44
H: -0.19 2.23 -0.38

Output
Spin multiplicity = 1
Structure (SMILES) = [NH2+]=C1CC=C(I)ON1
Frontier orbital gap = 9.4 eV
Molecular weight = 225.009 g/mol
Total charge = +1
Calculated total energy = -17363.2515 eV
Relative energy (zero: lowest compared OMol25 entry of this formula, charge and spin) = 56.2 kcal per mole

3.
Molecular formula: C2H10O3
Method: DFT, ωB97M-V/def2-TZVPD

CARTESIAN COORDINATES (ANGSTROEM)
C: -0.01 0.11 -0.94
C: -0.95 0.51 0.15
O: -0.97 -0.54 1.01
H: -0.62 -0.52 -1.61
H: 0.43 0.94 -1.49
H: 0.89 -0.54 -0.72
H: -1.92 0.45 -0.35
H: -0.92 1.40 0.76
H: -1.59 -0.51 1.69
O: -0.31 -3.14 0.02
H: -0.53 -2.40 0.67
H: 0.31 -3.75 0.36
O: 1.75 2.82 0.13
H: 2.22 2.74 0.96
H: 2.22 2.44 -0.62

Output
Spin multiplicity = 1
Structure (SMILES) = CCO.O.O
Frontier orbital gap = 11.0 eV
Molecular weight = 82.099 g/mol
Total charge = 0
Calculated total energy = -8377.5351 eV
Relative energy (zero: lowest compared OMol25 entry of this formula, charge and spin) = 23.5 kcal per mole

4.
Molecular formula: C3H40O16
Method: DFT, ωB97M-V/def2-TZVPD

CARTESIAN COORDINATES (ANGSTROEM)
C: -0.73 -0.81 -0.39
C: -1.58 -1.12 0.85
C: -2.86 -0.33 0.83
H: -1.30 -0.51 -1.25
H: -0.08 -1.60 -0.89
H: 0.01 -0.04 -0.16
H: -0.91 -0.77 1.65
H: -1.81 -2.18 1.00
H: -3.65 -1.00 1.26
H: -3.19 0.63 1.28
H: -3.12 -0.09 -0.20
H: -3.27 1.68 -2.39
H: -2.87 2.20 -0.92
O: -2.78 1.49 -1.57
H: 3.10 -0.95 1.84
H: 4.31 -0.64 0.91
O: 3.35 -0.77 0.86
H: 2.17 -1.05 3.46
H: 2.02 -2.42 2.72
O: 2.68 -1.82 3.14
H: 2.93 2.03 -1.02
H: 3.41 0.93 0.05
O: 3.27 1.88 -0.11
H: 2.97 -1.97 -2.44
H: 2.49 -1.29 -1.14
O: 2.37 -1.28 -2.10
H: -1.07 1.75 2.22
H: -2.35 1.46 3.00
O: -1.41 1.63 3.15
H: -0.93 -2.52 -3.33
H: 0.33 -2.63 -2.41
O: -0.46 -3.09 -2.71
H: -0.67 1.76 -2.11
H: -0.31 1.74 -3.61
O: -0.36 1.17 -2.83
H: -1.53 -0.73 -3.65
H: -3.00 -1.12 -3.63
O: -2.16 -1.35 -4.05
H: -3.66 -1.95 -1.38
H: -3.35 -3.36 -0.89
O: -3.96 -2.62 -0.77
H: 1.26 1.32 -2.78
H: 2.50 0.45 -2.62
O: 2.25 1.39 -2.71
H: 0.33 -3.58 2.85
H: -0.14 -3.26 1.40
O: 0.63 -3.43 1.95
H: -0.39 1.96 0.27
H: -0.98 3.38 0.59
O: -1.18 2.43 0.56
H: 1.35 4.22 -0.86
H: 1.39 3.55 0.54
O: 0.83 4.06 -0.06
H: 0.06 -0.52 4.36
H: 0.57 0.90 4.02
O: 0.80 -0.03 3.99
H: 2.53 1.63 1.95
H: 3.30 2.83 1.76
O: 2.86 2.36 2.48

Output
Spin multiplicity = 1
Frontier orbital gap = 10.6 eV
Molecular weight = 332.337 g/mol
Total charge = 0
Calculated total energy = -36520.5664 eV
Relative energy (zero: lowest compared OMol25 entry of this formula, charge and spin) = 3.8 kcal per mole

5.
Molecular formula: C54H57BrGeN13O3Tl
Method: DFT, ωB97M-V/def2-TZVPD

CARTESIAN COORDINATES (ANGSTROEM)
Tl: 0.54 -0.69 1.80
C: 3.00 0.89 3.75
O: 2.11 1.54 2.85
C: 2.77 2.41 1.98
C: 3.22 3.64 2.51
C: 3.90 4.49 1.66
Br: 4.47 6.19 2.33
C: 4.19 4.17 0.35
C: 3.73 2.93 -0.19
C: 2.97 2.06 0.66
O: 2.49 0.88 0.20
C: 4.06 2.56 -1.51
N: 3.58 1.50 -2.21
C: 4.21 1.51 -3.42
C: 4.08 0.68 -4.53
C: 4.89 0.91 -5.64
C: 5.82 1.95 -5.67
C: 5.93 2.83 -4.58
C: 5.12 2.59 -3.49
N: 4.99 3.25 -2.29
H: 3.54 1.61 4.37
H: 3.73 0.28 3.21
H: 2.38 0.25 4.38
H: 3.00 3.90 3.54
H: 4.72 4.88 -0.26
H: 2.76 0.79 -0.76
H: 3.35 -0.12 -4.54
H: 4.80 0.26 -6.50
H: 6.44 2.09 -6.54
H: 6.62 3.66 -4.61
H: 5.53 4.04 -1.98
C: -0.58 1.78 4.68
N: -0.39 0.40 4.29
C: -0.17 -0.44 5.23
C: -0.11 -1.86 5.04
C: -0.06 -2.83 6.06
C: -0.16 -4.06 5.43
C: -0.26 -3.77 4.06
N: -0.23 -2.46 3.81
C: -2.02 2.15 5.00
C: -2.41 3.48 4.95
C: -3.69 3.86 5.31
C: -4.60 2.91 5.75
C: -4.22 1.58 5.80
C: -2.94 1.20 5.42
H: -0.20 2.42 3.88
H: -0.01 2.01 5.60
H: -0.06 -0.10 6.27
H: 0.04 -2.64 7.12
H: -0.16 -5.04 5.88
H: -0.38 -4.48 3.24
H: -1.70 4.23 4.61
H: -3.98 4.91 5.26
H: -5.60 3.21 6.04
H: -4.93 0.83 6.14
H: -2.66 0.16 5.44
C: -5.29 0.92 1.72
N: -3.84 1.11 1.59
C: -2.87 0.18 1.55
N: -1.71 0.76 1.32
C: -2.03 2.08 1.24
N: -3.31 2.32 1.39
C: -6.08 1.77 0.75
C: -6.96 2.72 1.26
C: -7.60 3.60 0.39
C: -7.37 3.55 -0.96
C: -6.49 2.59 -1.51
C: -5.86 1.68 -0.62
C: -6.21 2.60 -2.90
N: -6.68 3.43 -3.81
N: -6.13 3.14 -4.98
C: -5.33 2.09 -4.81
O: -5.34 1.69 -3.48
C: -4.55 1.45 -5.80
C: -4.51 1.98 -7.11
C: -3.75 1.38 -8.08
C: -2.99 0.24 -7.80
C: -3.03 -0.31 -6.51
C: -2.21 -1.57 -6.31
N: -2.18 -2.08 -4.96
C: -1.59 -1.59 -3.86
N: -1.78 -2.41 -2.85
C: -2.51 -3.41 -3.39
N: -2.77 -3.26 -4.67
C: -3.78 0.28 -5.52
H: -5.55 1.20 2.74
H: -5.50 -0.14 1.59
H: -3.03 -0.87 1.68
H: -1.31 2.85 1.05
H: -7.10 2.79 2.33
H: -8.28 4.34 0.80
H: -7.85 4.25 -1.63
H: -5.18 0.95 -1.02
H: -5.09 2.87 -7.31
H: -3.72 1.80 -9.08
H: -2.39 -0.22 -8.57
H: -1.19 -1.39 -6.65
H: -2.64 -2.38 -6.90
H: -1.03 -0.67 -3.83
H: -2.85 -4.27 -2.83
H: -3.82 -0.14 -4.52
C: 2.44 -5.65 2.14
Ge: 3.81 -4.22 2.17
C: 3.87 -3.47 4.00
C: 5.56 -5.13 1.82
C: 3.47 -2.57 1.10
H: 2.84 -6.56 2.57
H: 2.07 -5.86 1.14
H: 1.59 -5.32 2.75
H: 4.15 -4.21 4.75
H: 2.88 -3.09 4.25
H: 4.57 -2.63 4.05
H: 5.74 -5.82 2.64
H: 6.38 -4.41 1.79
H: 5.57 -5.69 0.89
H: 3.33 -1.73 1.80
C: 2.78 -2.55 -2.38
C: 3.62 -3.14 -1.24
C: 3.20 -4.60 -1.03
C: 5.11 -3.07 -1.58
N: 3.41 -2.26 -0.11
H: 2.97 -3.07 -3.32
H: 3.02 -1.49 -2.48
H: 1.73 -2.65 -2.12
H: 3.29 -5.14 -1.97
H: 2.15 -4.63 -0.71
H: 3.82 -5.10 -0.29
H: 5.32 -3.63 -2.49
H: 5.70 -3.50 -0.76
H: 5.41 -2.03 -1.73

Output
Spin multiplicity = 1
Frontier orbital gap (alpha / beta) = 3.7 / 4.0 eV
Molecular weight = 1293.035 g/mol
Total charge = -2
Calculated total energy = -213688.7378 eV
Relative energy (zero: lowest compared OMol25 entry of this formula, charge and spin) = 0.0 kcal per mole

What is the formula in the second record? C4H6IN2O